[1]
Below is a cluster of 10 separate species, C14H31Cl18OP in total, with properties calculated with wB97M-V/def2-TZVPD.

Output
SMILES string: CC(C)CCPO.ClCCl.ClCCl.ClCCl.ClCCl.ClCCl.ClCCl.ClCCl.ClCCl.ClCCl
E_tot in eV: -251761.0674
Energy relative to the best compared isomer or geometry (same formula, charge and spin) in kJ/mol: 0.0
HOMO level in Ha: -0.3165
Total charge: 0
HOMO-LUMO gap in eV: 9.071
Multiplicity: 1

```
65
Properties=species:S:1:pos:R:3:forces:R:3
C 0.72366 0.86121 -0.86386 -0.1 0.4 0.2
C 1.04603 -0.62413 -0.84106 -0.3 -0.2 -0.2
C 0.10358 -1.44423 -1.75477 0.6 -0.2 -0.1
C 2.49689 -0.91563 -1.21473 0.0 0.1 0.3
C 3.57129 -0.12897 -0.45682 -0.4 0.0 -0.1
P 3.56000 -0.23847 1.37030 0.5 0.1 0.0
O 3.38090 -1.87746 1.52087 -0.7 -0.4 0.3
H 1.14729 1.39235 -1.71814 0.0 -0.2 -0.1
H -0.35662 1.02045 -0.88497 0.1 0.1 -0.1
H 1.08706 1.36319 0.03596 0.1 0.0 -0.1
H 0.86079 -0.97360 0.18261 0.1 0.0 0.0
H 0.67451 -1.88844 -2.57361 0.0 0.1 -0.1
H -0.67998 -0.82886 -2.19369 -0.1 -0.1 0.1
H -0.33224 -2.27995 -1.20949 -0.1 0.2 -0.2
H 2.60879 -0.70281 -2.28185 0.1 -0.2 -0.1
H 2.67501 -1.98300 -1.05394 0.1 0.0 -0.3
H 3.51771 0.92981 -0.72101 0.2 0.0 -0.1
H 4.53685 -0.54188 -0.75065 0.1 0.4 0.0
H 2.23332 0.18739 1.60720 -0.2 0.0 0.0
H 2.48564 -2.14413 1.24961 0.4 0.0 0.0
Cl 2.22601 -0.97601 4.47045 0.1 0.1 0.2
C 1.37525 -2.51318 4.36519 0.1 0.0 -0.1
Cl -0.23430 -2.29632 3.65665 -0.1 -0.1 0.0
H 1.94418 -3.17189 3.71911 0.0 0.0 0.0
H 1.27605 -2.93425 5.35825 -0.1 0.1 0.0
Cl 0.11409 0.77421 7.29092 0.0 0.0 0.0
C -1.32929 0.43390 6.33037 0.0 0.0 -0.1
Cl -2.70952 -0.04356 7.32909 0.0 0.0 0.0
H -1.59533 1.33245 5.78754 0.0 0.0 0.0
H -1.10187 -0.37698 5.64869 0.0 0.0 0.0
Cl -3.34577 -2.54029 1.96446 -0.1 0.1 0.1
C -3.31844 -0.92858 1.23416 0.1 0.1 0.0
Cl -1.75515 -0.56520 0.48830 -0.5 0.0 0.4
H -4.07359 -0.87463 0.45983 0.0 -0.1 0.1
H -3.50101 -0.19829 2.01334 0.0 0.0 0.0
Cl 2.72644 6.14681 -0.11319 0.1 0.1 0.1
C 3.71785 4.74684 -0.55292 0.0 -0.1 -0.2
Cl 3.40334 3.36025 0.48810 0.0 0.1 0.1
H 3.46657 4.46791 -1.57015 0.0 0.0 0.0
H 4.76226 5.02111 -0.47218 0.0 0.0 0.1
Cl 0.92747 3.80938 -3.22767 0.1 0.1 0.0
C 0.09185 5.06764 -2.29713 -0.1 0.0 0.0
Cl -1.61855 4.68067 -2.07570 0.0 0.0 0.0
H 0.55594 5.15887 -1.32359 0.0 -0.1 0.0
H 0.16712 6.00128 -2.84100 0.0 0.0 -0.1
Cl 6.15969 -1.50453 -2.57597 0.1 -0.1 -0.1
C 7.00556 -2.66159 -1.53491 0.0 0.0 0.0
Cl 6.81894 -2.28699 0.17865 0.0 0.0 0.0
H 6.59311 -3.64552 -1.72057 0.0 0.0 0.0
H 8.05919 -2.62919 -1.78270 0.0 0.0 0.0
Cl -7.11352 -1.70592 0.10620 0.0 0.0 0.0
C -7.02943 -0.11798 -0.66346 0.0 0.1 0.0
Cl -5.44601 0.17426 -1.39639 0.0 0.0 -0.1
H -7.77965 -0.06323 -1.44226 0.0 0.0 0.0
H -7.19855 0.64092 0.09062 0.0 0.0 0.0
Cl -1.64363 -4.32340 -0.18402 0.0 -0.2 0.0
C -1.21747 -5.63628 -1.28802 0.0 0.0 0.1
Cl -0.70445 -5.05634 -2.87760 0.0 0.0 0.0
H -0.40171 -6.19857 -0.85086 0.0 0.0 0.0
H -2.09054 -6.26290 -1.42131 0.0 0.0 0.0
Cl -7.39225 3.07640 -2.11378 -0.1 0.1 0.0
C -6.29601 3.64508 -3.38077 0.1 -0.1 0.0
Cl -5.29893 4.99795 -2.84270 0.0 0.0 0.0
H -5.64395 2.82416 -3.65451 0.0 0.0 0.0
H -6.89243 3.96866 -4.22447 0.0 0.0 0.0
```
Positions in Å, forces in eV/Å.

[2]
Below is an isolated molecule of C5H9NOS in a non-equilibrium geometry, with properties calculated with wB97M-V/def2-TZVPD.

Output
SMILES string: CC(=S)/C=C(\N)CO
E_tot in eV: -19702.5110
Energy relative to the best compared isomer or geometry (same formula, charge and spin) in kJ/mol: 172.9
HOMO level in Ha: -0.2966
Total charge: 0
HOMO-LUMO gap in eV: 8.201
Multiplicity: 1

```
17
Properties=species:S:1:pos:R:3:forces:R:3
C -1.64016 1.38596 -1.22531 -0.5 0.7 -0.2
C -1.01493 1.60160 0.13149 0.6 -0.6 -0.2
S -1.36007 2.91702 1.00291 -0.3 0.6 0.3
C -0.08952 0.61014 0.67671 -0.8 1.4 0.1
C 0.36433 -0.47789 0.07295 1.1 -1.9 0.5
N 0.13924 -1.01627 -1.18170 0.1 0.8 -0.3
C 1.27009 -1.41678 0.85359 0.4 -0.5 0.5
O 1.38651 -1.04023 2.22340 -2.9 1.3 -1.9
H -0.92049 1.50818 -2.05351 0.0 -0.4 0.3
H -2.14233 0.40719 -1.26470 0.3 0.3 -0.2
H -2.37052 2.19646 -1.40596 0.2 -0.6 0.2
H 0.24513 0.80013 1.69675 -0.1 -0.1 -0.4
H 0.71207 -1.85598 -1.32113 -0.4 0.8 -0.6
H 0.11182 -0.29628 -1.92004 0.1 -1.2 0.3
H 0.86939 -2.44026 0.84831 -0.4 0.1 -0.3
H 2.26176 -1.53387 0.33675 -0.6 0.6 0.5
H 2.17768 -1.34910 2.52951 3.2 -1.2 1.4
```
Positions in Å, forces in eV/Å.

[3]
Below is a structure of composition C19H23N2O2S2SiTl, with properties calculated with wB97M-V/def2-TZVPD.

Output
E_tot in eV: -61396.4315
Energy relative to the best compared isomer or geometry (same formula, charge and spin) in kJ/mol: 6.1
HOMO level in Ha: -0.0413
Total charge: -2
HOMO-LUMO gap in eV: 5.550
Multiplicity: 1

```
50
Properties=species:S:1:pos:R:3:forces:R:3
Tl -2.92277 1.76671 1.16726 0.0 -0.1 -0.1
C -0.97778 -2.06799 -2.05761 0.0 0.0 0.0
C -1.74408 -1.21286 -1.06663 0.0 0.1 0.0
N -1.50171 0.04218 -0.93166 0.0 -0.1 0.0
N -0.50485 0.49642 -1.79750 0.0 0.0 0.0
C -0.15692 1.73100 -1.65242 -0.1 0.0 0.0
S -0.60973 2.95716 -0.56057 0.0 0.0 0.0
S 1.08639 2.32795 -2.82026 0.0 0.0 0.0
C 1.45618 0.86485 -3.83009 0.0 -0.1 0.0
C 2.70373 0.14041 -3.41173 0.0 0.0 0.0
C 2.81771 -0.35969 -2.11230 0.0 0.0 0.0
C 3.95609 -1.03981 -1.71679 0.0 0.0 0.0
C 5.01105 -1.22653 -2.60536 0.0 0.0 0.0
C 4.91376 -0.72337 -3.89230 0.0 0.0 0.0
C 3.76620 -0.04476 -4.28878 0.0 0.0 0.0
C -2.77773 -1.88105 -0.24166 0.0 0.0 -0.1
C -3.53884 -2.89628 -0.82400 0.0 0.0 0.0
C -4.49511 -3.62728 -0.13584 0.0 0.0 0.0
C -4.67594 -3.34669 1.22290 0.0 0.0 0.0
C -3.94362 -2.35987 1.83738 0.0 0.0 0.0
C -2.98435 -1.54660 1.14446 -0.1 0.0 0.0
O -2.37650 -0.61296 1.74974 0.1 0.0 0.2
H 0.09200 -1.95795 -1.88130 0.0 0.0 0.0
H -1.24313 -3.11811 -1.96277 0.0 0.0 0.0
H -1.15104 -1.73261 -3.08312 0.0 0.0 0.0
H 0.58520 0.21787 -3.69789 0.0 0.0 0.0
H 1.52270 1.16282 -4.87810 0.0 0.1 0.0
H 1.99885 -0.19184 -1.42312 0.0 0.0 0.0
H 4.02493 -1.42137 -0.70530 0.0 0.0 0.0
H 5.90316 -1.75521 -2.29089 0.0 0.0 0.0
H 5.73218 -0.85359 -4.59142 0.0 0.0 0.0
H 3.69416 0.35057 -5.29673 0.0 0.0 0.0
H -3.38700 -3.11192 -1.87762 0.0 0.0 0.0
H -5.07618 -4.39232 -0.63701 0.0 0.0 0.0
H -5.40396 -3.90981 1.80157 0.0 0.0 0.0
H -4.08137 -2.12941 2.88815 0.0 0.0 0.0
C -0.33261 2.46728 5.52007 0.0 0.0 0.0
Si -0.23635 2.50355 3.61799 0.0 -0.1 -0.1
C 0.71943 4.08464 3.19508 0.0 0.0 0.0
C 0.87939 1.06226 3.12386 0.0 0.0 0.0
O -1.67550 2.44649 2.95381 -0.1 0.2 0.2
H 0.66139 2.54123 5.97491 0.0 0.0 0.0
H -0.79743 1.53722 5.85823 0.0 0.0 0.0
H -0.94115 3.29908 5.88694 0.0 0.0 0.0
H 1.71970 4.09060 3.64222 0.0 0.0 0.0
H 0.18049 4.96923 3.54883 0.0 0.0 0.0
H 0.82140 4.16917 2.11019 0.0 0.0 0.0
H 1.84679 1.09139 3.63814 0.0 0.0 0.0
H 1.05637 1.08777 2.04544 0.0 0.0 0.0
H 0.38642 0.11200 3.34362 0.0 0.0 0.0
```
Positions in Å, forces in eV/Å.

[4]
Below is an isolated molecule of C5H7N3 in a non-equilibrium geometry, with properties calculated with wB97M-V/def2-TZVPD.

Output
SMILES string: c1cnn(C2CC2)n1
E_tot in eV: -9765.4709
Energy relative to the best compared isomer or geometry (same formula, charge and spin) in kJ/mol: 377.9
HOMO level in Ha: -0.3613
Total charge: 0
HOMO-LUMO gap in eV: 10.977
Multiplicity: 1

```
15
Properties=species:S:1:pos:R:3:forces:R:3
C -2.22836 -0.58511 -0.10745 -2.0 -2.1 0.2
C -2.06548 0.79129 -0.14597 -2.4 2.7 -0.1
N -0.80208 1.01942 0.07514 0.0 5.5 -0.7
N -0.18530 -0.05669 0.10200 1.6 -3.8 1.7
C 1.22177 -0.18312 0.57762 0.6 1.9 -2.1
C 2.28306 0.77448 -0.09689 -1.5 -0.1 -1.6
C 2.27925 -0.66464 -0.44559 -1.9 -3.2 1.1
N -1.02943 -1.09759 0.07269 1.0 -1.8 -0.1
H -3.16470 -1.30397 -0.08453 2.2 1.9 -0.3
H -2.76267 1.72452 -0.28287 1.3 -2.4 0.4
H 1.44119 -0.36454 1.63566 -0.8 0.0 -0.5
H 2.07298 1.34081 -1.04235 -0.5 -0.1 1.5
H 3.00431 1.27934 0.53296 0.2 -0.5 0.0
H 2.90701 -1.35768 0.14858 0.1 0.3 -1.1
H 1.67812 -1.17184 -1.34653 2.0 1.7 1.7
```
Positions in Å, forces in eV/Å.

[5]
Below is a cluster of 2 separate species, CH4O2PS in total in a non-equilibrium geometry, with properties calculated with wB97M-V/def2-TZVPD.

Output
E_tot in eV: -25322.3456
Energy relative to the best compared isomer or geometry (same formula, charge and spin) in kJ/mol: 283.9
HOMO level in Ha: -0.1449
Total charge: -1
HOMO-LUMO gap in eV: 7.659
Multiplicity: 1

```
9
Properties=species:S:1:pos:R:3:forces:R:3
C 0.94830 1.20429 0.61570 -1.1 1.0 1.5
O 0.50681 -1.43545 0.77288 -0.3 -1.0 0.0
O -2.24396 -0.94862 -1.06622 -0.5 1.6 -0.1
P 0.43863 -0.37658 -0.28778 1.3 1.2 1.4
S 2.34578 0.63521 -0.34832 0.7 0.4 -0.4
H 1.01316 1.09059 1.75132 0.1 -0.3 -1.6
H 0.52004 2.23585 0.44052 0.6 -1.1 -0.4
H -2.17882 -1.88957 -1.02289 0.6 -0.7 0.3
H -1.34994 -0.51572 -0.85521 -1.4 -1.1 -0.7
```
Positions in Å, forces in eV/Å.

[6]
Below is a cluster of 3 separate species, C3H12NO2 in total in a non-equilibrium geometry, with properties calculated with wB97M-V/def2-TZVPD.

Output
E_tot in eV: -8883.3811
Energy relative to the best compared isomer or geometry (same formula, charge and spin) in kJ/mol: 144.1
HOMO level in Ha: -0.5338
Total charge: +1
HOMO-LUMO gap in eV: 11.286
Multiplicity: 1

```
18
Properties=species:S:1:pos:R:3:forces:R:3
C -2.37830 -0.64661 -0.59615 -0.2 -0.9 -1.1
C -0.97334 -0.19557 -0.86565 0.5 0.2 2.1
C 0.10193 -0.82096 -1.31468 -0.8 -0.9 -1.0
N -0.66667 1.11070 -0.10322 -1.0 -1.5 -1.8
H -2.94654 -0.71195 -1.53906 0.0 0.7 0.4
H -2.44502 -1.68885 -0.28413 0.4 0.0 0.4
H -2.87772 -0.04298 0.16125 -0.1 0.0 -0.3
H 1.11286 -0.46636 -1.46139 -0.1 0.5 0.4
H -0.04518 -1.82412 -1.71655 -0.1 0.2 0.0
H -1.48873 1.70818 -0.15433 0.3 0.4 0.0
H 0.10050 1.42482 -0.69224 0.4 1.0 0.9
H -0.45012 0.84686 0.87152 0.7 0.4 -0.4
H 1.62173 0.05526 2.47656 0.3 -0.1 -1.0
H 0.40127 0.65134 2.89322 -0.4 0.3 -0.5
O 0.83851 0.43852 2.04764 0.1 -0.1 1.8
H 3.98469 0.51866 0.24772 0.2 0.0 0.0
H 2.94432 -0.60941 0.20668 0.3 0.3 -0.1
O 3.16579 0.25249 -0.17721 -0.5 -0.3 0.1
```
Positions in Å, forces in eV/Å.

Which value of HOMO-LUMO gap does entry 4 give? 10.977 eV